{
  "formula": "C23H60CaN3O11",
  "method": "wB97M-V/def2-TZVPD",
  "species": ["C", "H", "H", "H", "O", "H", "H", "N", "H", "H", "H", "H", "H", "H", "C", "H", "O", "C", "H", "C", "O", "H", "H", "C", "H", "C", "C", "H", "C", "H", "H", "C", "H", "C", "C", "C", "H", "H", "H", "N", "H", "H", "C", "H", "C", "H", "H", "H", "H", "H", "O", "H", "H", "H", "H", "Ca", "H", "H", "H", "H", "C", "O", "H", "H", "O", "H", "C", "H", "C", "H", "H", "H", "C", "C", "C", "H", "H", "H", "H", "C", "O", "H", "H", "N", "O", "H", "H", "H", "H", "H", "O", "C", "H", "C", "H", "O", "O", "H"],
  "xyz": [[-0.37, -1.90, 4.21], [2.11, -2.38, -5.67], [-1.19, -3.69, 10.14], [0.97, 5.90, 1.15], [-1.54, -3.29, 8.20], [1.72, -2.25, -0.35], [-0.74, -5.02, 9.01], [-0.57, -2.79, 5.33], [2.66, -1.86, -4.17], [-1.44, -4.72, 6.71], [-1.02, 2.28, 1.06], [3.23, -1.65, 0.23], [-0.27, 2.27, 5.43], [0.21, -3.49, -4.48], [-3.46, 4.87, -1.53], [-0.35, -1.29, -6.34], [-3.54, 3.49, -1.18], [1.73, -1.93, -4.74], [-0.63, 3.66, -4.90], [-0.50, 1.32, 1.15], [-1.26, 0.15, -3.45], [4.29, -0.04, -0.86], [-0.33, 0.42, -5.97], [-1.47, -4.24, 9.24], [-2.63, -3.04, 5.11], [2.74, -2.03, -0.67], [-0.24, -0.57, -5.52], [0.42, 1.54, 1.70], [-1.91, -2.81, 5.89], [0.49, 2.62, 3.85], [3.50, 2.01, -4.90], [4.16, 0.53, -2.92], [0.35, 5.11, 3.70], [-0.86, -2.44, 2.89], [-2.71, -3.19, 1.69], [0.30, 5.27, 1.76], [-3.09, -4.12, 7.07], [0.70, -1.71, 4.09], [-0.62, 3.54, -3.13], [3.04, 1.47, -2.90], [-2.37, 1.03, -1.97], [3.20, 2.03, -2.06], [0.97, -2.96, -3.91], [1.73, 3.65, -5.14], [-0.58, 2.96, -4.06], [0.11, -2.62, 6.06], [1.71, -0.25, -5.67], [0.67, 4.23, 1.72], [-4.48, 5.24, -1.68], [-0.12, -4.25, -2.17], [0.65, 4.10, 5.30], [-2.54, -4.28, 1.72], [-2.19, -1.82, 6.29], [-0.61, 5.24, 1.14], [-3.78, -3.04, 1.60], [1.02, 0.16, -2.64], [-2.18, -2.85, 0.78], [-0.26, -2.95, -0.91], [4.10, -0.06, -3.85], [-2.40, -0.74, -1.96], [1.69, 3.09, -4.20], [-2.27, -2.54, 2.84], [1.71, -3.69, -3.55], [3.69, 3.33, -3.70], [0.62, 2.19, -4.13], [-2.27, -0.52, -5.16], [-0.36, -3.20, -1.96], [-2.93, 5.00, -2.48], [-2.03, -3.84, 6.99], [3.16, -2.99, -0.98], [1.53, 4.31, 5.63], [1.50, 2.17, 5.18], [0.58, 2.72, 4.94], [3.09, 2.47, -4.00], [4.08, -0.53, -1.81], [-2.93, 3.33, -0.45], [4.76, -1.34, -2.07], [-1.12, 0.64, 1.73], [-2.46, -4.66, 9.45], [-1.39, -0.74, -4.53], [0.13, 5.78, 3.04], [-3.32, 0.21, -3.20], [-1.42, -3.11, -2.25], [1.12, -0.59, -4.91], [0.29, 1.73, -1.04], [-3.03, 5.47, -0.73], [-0.78, -0.89, 4.42], [-1.45, 2.32, -4.15], [-1.42, -1.79, -4.23], [-0.36, -3.41, 2.71], [0.45, -2.33, -2.73], [-2.40, 0.14, -2.61], [-0.53, -1.77, 2.08], [-0.05, 0.84, -0.20], [1.59, 3.84, -3.40], [2.75, -1.07, -1.71], [0.10, -0.39, -0.44], [5.16, 0.96, -2.94]],
  "mulliken_charge": [-0.808, 0.535, 0.247, 0.298, -0.299, -0.034, 0.299, -0.339, 0.000, 0.325, 0.334, 0.425, 0.211, 0.432, -0.584, 0.533, -0.458, -0.703, 0.407, -1.080, 0.535, 0.553, 0.400, -0.735, 0.346, -0.910, -1.291, 0.136, -0.354, -0.165, 0.410, -0.982, 0.373, 0.048, -0.491, -0.179, 0.397, 0.502, 0.338, -0.283, 0.123, 0.197, -1.082, 0.375, -1.004, 0.252, 0.274, 0.011, 0.280, 0.465, -0.558, 0.335, 0.271, 0.049, 0.307, 2.068, -0.051, 0.027, 0.324, 0.052, -0.675, -0.332, 0.573, 0.359, 0.232, 0.578, -0.840, 0.202, -0.708, 0.345, 0.307, 0.339, -0.072, -1.059, -0.852, 0.291, 0.383, 0.309, 0.300, -0.475, -0.551, 0.432, 0.251, -0.249, -0.871, 0.258, 0.270, 0.138, 0.108, 0.334, 0.449, -0.863, -0.136, 0.298, 0.530, 0.091, -0.265, 0.468],
  "multiplicity": 1,
  "charge": 1,
  "de_lowest_kcal_mol": 0.0,
  "lumo_ev": -2.2700,
  "homo_lumo_gap_ev": 7.9,
  "energy_ha": -2581.6502
}